The following is a DFT calculation (wB97M-V/def2-TZVPD) of the molecule C4H9NOS.

Bonds (Å) are listed after each position.
Element x y z (Å)
1 C -1.480 1.275 1.019  N2 1.479, H8 1.088, H9 1.107, H10 1.152
2 N -1.895 0.044 0.312  C1 1.479, C3 1.401, H11 1.035
3 C -1.019 -0.740 -0.451  N2 1.401, O4 1.249, C5 1.529
4 O -1.367 -1.521 -1.361  C3 1.249
5 C 0.373 -0.160 -0.198  C3 1.529, C6 1.589, H12 1.126, H13 1.147
6 C 1.602 -0.875 -0.908  C5 1.589, S7 1.878, H14 1.059, H15 1.119
7 S 3.246 -0.001 -0.665  C6 1.878, H16 1.336
8 H -0.725 1.087 1.778  C1 1.088
9 H -2.254 1.872 1.538  C1 1.107
10 H -0.991 1.995 0.264  C1 1.152
11 H -2.838 -0.370 0.408  N2 1.035
12 H 0.326 0.883 -0.621  C5 1.126
13 H 0.650 -0.012 0.906  C5 1.147
14 H 1.321 -0.951 -1.926  C6 1.059
15 H 1.674 -1.957 -0.633  C6 1.119
16 H 3.376 -0.571 0.536  S7 1.336

Properties
Kohn-Sham gap (eV): 9.95
Relative energy (zero: lowest compared OMol25 entry of this formula, charge and spin) (kcal/mol): 33.11
Total energy (hartree): -685.9662
SMILES: CNC(=O)CCS